1.
The following is a quantum chemistry calculation of a gas-phase ion, C9H3F3N5O5 (charge -1), from OMol25.

Positions of all 25 atoms, in Å:
N1 -3.767 -0.997 1.319
C1 -2.694 -0.541 1.208
C2 -1.440 0.123 1.075
C3 -0.244 -0.695 0.587
C4 0.988 -0.100 1.187
N2 2.245 -0.632 1.242
O1 2.695 -1.759 1.283
O2 3.118 0.488 1.503
N3 2.461 1.691 1.526
C5 1.143 1.288 1.387
C6 -0.004 2.138 1.342
N4 -0.020 3.552 1.115
O3 1.049 4.180 1.011
O4 -1.120 4.148 1.015
C7 -1.277 1.477 1.327
H1 -0.296 -1.763 0.808
H2 -2.181 2.096 1.440
H3 -0.759 -0.129 -1.343
N5 -0.096 -0.865 -1.034
C8 -0.414 -1.943 -1.873
C9 0.312 -2.176 -3.275
F1 -0.289 -1.462 -4.265
F2 1.623 -1.845 -3.233
F3 0.242 -3.481 -3.663
O5 -1.275 -2.793 -1.690

LUMO level (eV): 2.40
Charge: -1
Molar mass (g mol⁻¹): 318.15
Energy relative to the best compared isomer or geometry (same formula, charge and spin) (kJ/mol): 123.97
HOMO-LUMO gap (eV): 7.4
Structure (SMILES): N#CC1=CC(=[N+]([O-])[O-])c2no[n+]([O-])c2[C@@H]1NC(=O)C(F)(F)F
E_HOMO (eV): -4.97

2.
The following is a quantum chemistry calculation of 8 unconnected molecules or ions with the total composition C12H40O14, from OMol25.

Positions of all 66 atoms, in Å:
O1 1.450 -0.232 -0.715
H1 1.520 -0.118 -1.666
H2 0.997 -1.054 -0.513
H3 0.850 0.473 -0.461
O2 -0.310 2.947 0.108
H4 -0.204 3.567 -0.639
C1 0.154 2.489 -5.462
C2 -0.987 3.155 -4.563
O3 -1.559 2.236 -3.730
O4 1.182 2.120 -4.557
H5 0.521 3.242 -6.159
H6 -0.035 1.544 -5.969
H7 -1.783 3.663 -5.107
H8 -0.367 3.905 -4.072
H9 -1.270 2.513 -2.857
H10 1.963 1.867 -5.056
C3 3.566 -3.080 4.243
C4 2.136 -3.285 4.888
O5 1.691 -4.556 4.507
O6 3.383 -2.891 2.860
H11 4.168 -3.963 4.456
H12 3.909 -2.164 4.725
H13 1.529 -2.424 4.611
H14 2.182 -3.238 5.976
H15 0.758 -4.424 4.321
H16 4.200 -3.141 2.421
C5 1.784 6.994 0.438
C6 0.563 7.478 1.134
O7 -0.582 6.723 0.654
O8 2.263 5.693 0.931
H17 2.654 7.639 0.557
H18 1.509 6.891 -0.611
H19 0.545 8.548 0.930
H20 0.573 7.386 2.220
H21 -0.455 5.800 0.884
H22 1.556 5.053 0.825
C7 -3.697 2.201 3.544
C8 -2.525 2.957 4.254
O9 -1.250 2.315 4.011
O10 -3.634 2.633 2.150
H23 -4.607 2.591 4.000
H24 -3.568 1.122 3.621
H25 -2.540 2.830 5.337
H26 -2.471 4.012 3.985
H27 -1.065 2.353 3.070
H28 -2.719 2.655 1.863
C9 -2.962 -2.807 -0.507
C10 -3.809 -4.079 -0.833
O11 -4.597 -4.350 0.310
O12 -1.913 -3.067 0.390
H29 -3.539 -2.079 0.063
H30 -2.566 -2.290 -1.381
H31 -3.128 -4.901 -1.053
H32 -4.497 -3.818 -1.638
H33 -5.353 -3.761 0.375
H34 -2.317 -3.633 1.052
C11 3.009 -5.147 -3.426
C12 2.315 -6.403 -2.860
O13 1.293 -6.944 -3.648
O14 1.999 -4.111 -3.357
H35 3.361 -5.282 -4.449
H36 3.895 -4.948 -2.823
H37 1.915 -6.114 -1.888
H38 2.991 -7.247 -2.720
H39 0.731 -7.605 -3.237
H40 1.191 -4.441 -3.757

LUMO level (eV): -1.19
Molar mass (g mol⁻¹): 408.44
Energy relative to the best compared isomer or geometry (same formula, charge and spin) (kJ/mol): 712.70
HOMO-LUMO gap (eV): 6.1
E_HOMO (eV): -7.29

3.
The following is a quantum chemistry calculation of 3 unconnected molecules or ions with the total composition C3O4, from OMol25.

Positions of all 7 atoms, in Å:
C1 -0.493 1.843 -4.071
C2 -1.243 0.097 -2.343
C3 1.353 -1.386 4.281
O1 0.537 -1.095 3.514
O2 -1.110 2.785 -3.864
O3 -0.822 -0.937 -2.553
O4 2.053 -1.841 5.093

LUMO level (eV): 0.40
Molar mass (g mol⁻¹): 100.03
Energy relative to the best compared isomer or geometry (same formula, charge and spin) (kJ/mol): 17.50
HOMO-LUMO gap (eV): 12.9
E_HOMO (eV): -12.51

4.
The following is a quantum chemistry calculation of a molecular structure, C8H12NO2, from OMol25.

Positions of all 23 atoms, in Å:
C1 -1.808 -0.839 0.135
C2 1.629 0.602 0.796
C3 -0.973 0.231 0.293
C4 0.580 -0.078 -0.108
C5 2.582 1.396 0.475
C6 1.467 -1.335 0.164
C7 -1.485 1.585 0.692
C8 0.719 0.298 -1.534
N1 1.155 -2.150 1.136
O1 3.349 2.084 -0.059
O2 2.488 -1.586 -0.599
H1 -2.877 -0.669 0.368
H2 1.481 0.411 1.888
H3 -2.512 1.661 0.607
H4 -1.052 2.300 0.074
H5 -1.175 1.859 1.681
H6 0.322 1.284 -1.790
H7 -0.014 -0.305 -2.111
H8 1.781 0.494 -1.782
H9 1.825 -2.942 1.305
H10 -1.580 -1.755 -0.373
H11 0.278 -1.932 1.664
H12 2.505 -0.962 -1.410

LUMO level (eV): -3.77
Charge: +1
Molar mass (g mol⁻¹): 154.19
Energy relative to the best compared isomer or geometry (same formula, charge and spin) (kJ/mol): 191.83
HOMO-LUMO gap (eV): 9.7
E_HOMO (eV): -13.46

5.
The following is a quantum chemistry calculation of 2 unconnected molecules or ions with the total composition C5H8N2, from OMol25.

Positions of all 15 atoms, in Å:
C1 -3.921 0.218 0.400
C2 0.435 1.437 -0.161
C3 0.256 -0.877 -0.338
C4 1.557 -0.477 0.459
C5 -0.340 0.394 -0.688
N1 1.519 0.946 0.392
N2 -2.879 0.090 -0.044
H1 -4.898 0.425 0.854
H2 0.084 2.521 -0.358
H3 0.571 -1.601 -1.270
H4 -0.393 -1.682 0.348
H5 1.383 -0.911 1.417
H6 2.331 -1.027 -0.050
H7 -1.256 0.348 -1.351
H8 2.124 1.670 0.728

LUMO level (eV): -13.13
Charge: +2
Molar mass (g mol⁻¹): 96.13
Energy relative to the best compared isomer or geometry (same formula, charge and spin) (kJ/mol): 224.39
HOMO-LUMO gap (eV): 7.2
E_HOMO (eV): -20.35

6.
The following is a quantum chemistry calculation of C20H26N4O2S in the gas phase, from OMol25.

Positions of all 53 atoms, in Å:
C1 6.069 0.398 1.406
C2 4.797 0.721 0.681
C3 4.451 2.037 0.415
C4 3.286 2.349 -0.277
C5 2.464 1.320 -0.703
C6 2.800 -0.007 -0.442
C7 3.966 -0.304 0.249
H1 4.220 -1.332 0.451
N1 1.912 -0.984 -0.906
C8 1.919 -2.313 -0.673
O1 2.748 -2.936 -0.045
C9 0.715 -3.016 -1.307
H2 0.898 -4.089 -1.325
H3 0.492 -2.639 -2.303
S1 -0.790 -2.816 -0.297
C10 -1.315 -1.243 -0.825
N2 -0.697 -0.464 -1.673
N3 -1.443 0.645 -1.828
C11 -2.506 0.536 -1.081
N4 -2.480 -0.664 -0.407
C12 -3.404 -1.197 0.553
H4 -4.423 -0.981 0.219
H5 -3.259 -2.280 0.595
C13 -3.218 -0.613 1.970
O2 -3.543 0.770 1.991
C14 -2.407 1.520 2.388
C15 -1.582 0.575 3.256
H6 -0.536 0.866 3.313
C16 -1.793 -0.751 2.527
H7 -1.694 -1.618 3.174
H8 -1.070 -0.844 1.716
H9 -2.000 0.529 4.262
H10 -2.766 2.406 2.914
H11 -1.836 1.836 1.503
H12 -3.944 -1.127 2.616
C17 -3.575 1.525 -0.991
C18 -3.248 2.953 -1.341
C19 -4.082 2.143 -2.272
H13 -3.626 1.808 -3.190
H14 -5.139 2.350 -2.343
H15 -2.230 3.158 -1.634
H16 -3.718 3.730 -0.759
H17 -4.282 1.351 -0.192
H18 1.101 -0.615 -1.415
H19 1.552 1.539 -1.241
C20 2.937 3.780 -0.558
H20 3.668 4.218 -1.237
H21 2.947 4.364 0.362
H22 1.954 3.858 -1.013
H23 5.097 2.837 0.750
H24 6.887 0.295 0.692
H25 6.331 1.189 2.105
H26 5.977 -0.540 1.948

LUMO level (eV): 0.53
Molar mass (g mol⁻¹): 386.52
Energy relative to the best compared isomer or geometry (same formula, charge and spin) (kJ/mol): 179.26
HOMO-LUMO gap (eV): 8.6
Structure (SMILES): Cc1cc(C)cc(NC(=O)CSc2nnc(C3CC3)n2C[C@H]2CCCO2)c1
E_HOMO (eV): -8.06

7.
The following is a quantum chemistry calculation of C3HNO2S in the gas phase, from OMol25.

Positions of all 8 atoms, in Å:
C1 -1.973 0.107 -0.445
C2 1.429 0.549 0.363
C3 0.726 -0.743 -0.048
N1 -0.902 -0.375 -0.208
O1 2.150 1.239 -0.304
O2 1.031 -1.863 0.003
S1 -3.590 0.377 -0.701
H1 1.130 0.708 1.341

LUMO level (eV): -0.98
Molar mass (g mol⁻¹): 115.11
Energy relative to the best compared isomer or geometry (same formula, charge and spin) (kJ/mol): 146.57
HOMO-LUMO gap (eV): 8.5
Structure (SMILES): O=CC(=O)N=C=S
E_HOMO (eV): -9.45

8.
The following is a quantum chemistry calculation of a molecular structure, C41H33BrF4N6OPRhS, from OMol25.

Positions of all 89 atoms, in Å:
Rh1 -0.227 -0.380 0.022
N1 -8.249 -1.638 6.308
C1 -7.353 -1.459 5.609
C2 -6.230 -1.230 4.728
C3 -5.993 0.048 4.222
C4 -4.918 0.266 3.377
C5 -4.061 -0.777 3.017
C6 -4.310 -2.046 3.536
C7 -5.382 -2.277 4.383
C8 -2.896 -0.529 2.116
C9 -3.170 -0.088 0.805
C10 -4.467 0.144 0.245
C11 -4.273 0.567 -1.055
C12 -2.881 0.556 -1.268
N2 -2.217 0.171 -0.171
C13 -1.603 -0.631 2.703
C14 -1.373 -0.858 4.148
C15 -0.083 -0.651 4.392
C16 0.569 -0.202 3.120
N3 -0.454 -0.397 2.093
H1 -6.651 0.861 4.502
H2 -4.724 1.259 2.989
H3 -3.654 -2.865 3.261
H4 -5.572 -3.269 4.774
H5 -5.411 -0.004 0.750
H6 -5.028 0.837 -1.782
H7 -2.355 0.770 -2.187
H8 -2.140 -1.119 4.864
H9 0.424 -0.699 5.347
H10 2.467 0.079 2.199
F1 7.028 -0.905 -2.161
C17 5.848 -1.053 -1.600
C18 5.482 -2.266 -1.086
F2 6.326 -3.283 -1.142
C19 4.236 -2.413 -0.508
F3 3.989 -3.610 0.012
C20 3.300 -1.381 -0.440
P1 1.610 -1.690 0.256
C21 1.119 -3.316 -0.407
C22 1.423 -3.716 -1.704
C23 0.926 -4.910 -2.203
C24 0.113 -5.713 -1.413
C25 -0.219 -5.306 -0.128
C26 0.273 -4.107 0.369
C27 2.035 -1.988 1.992
C28 2.461 -3.166 2.529
C29 3.005 -3.221 3.828
C30 3.207 -2.023 4.566
C31 2.784 -0.832 4.088
C32 2.018 -0.718 2.806
C33 3.734 -0.144 -0.904
Br1 2.726 1.425 -0.685
C34 4.981 0.010 -1.491
F4 5.384 1.187 -1.955
H11 2.038 -3.085 -2.337
H12 1.168 -5.212 -3.215
H13 -0.269 -6.650 -1.801
H14 -0.867 -5.920 0.487
H15 -0.004 -3.779 1.365
H16 2.427 -4.072 1.935
H17 3.338 -4.168 4.231
H18 3.713 -2.070 5.523
H19 2.945 0.080 4.657
H20 0.674 0.889 3.204
C35 -1.766 -2.321 -1.974
O1 -0.722 -1.648 -2.656
C36 -0.012 -0.620 -2.005
C37 1.031 -0.118 -2.979
H21 -2.726 -1.832 -2.145
H22 -1.594 -2.364 -0.899
H23 -1.796 -3.338 -2.362
H24 0.830 -0.538 -3.967
H25 2.063 -0.403 -2.709
H26 1.054 0.977 -3.084
C38 -1.629 5.250 3.373
C39 -0.203 4.872 2.958
C40 -0.179 4.012 1.735
N4 -0.037 2.733 1.742
N5 -0.094 2.157 0.492
C41 -0.281 3.029 -0.454
N6 -0.416 2.672 -1.757
S1 -0.405 4.658 0.124
H27 -1.613 5.857 4.280
H28 -2.218 4.352 3.569
H29 -2.129 5.823 2.589
H30 0.283 4.309 3.754
H31 0.385 5.775 2.781
H32 -0.239 1.690 -1.954
H33 -0.232 3.342 -2.480

LUMO level (spin up / spin down) (eV): 0.15 / -1.02
Molar mass (g mol⁻¹): 947.60
Energy relative to the best compared isomer or geometry (same formula, charge and spin) (kJ/mol): 68.37
HOMO-LUMO gap (spin up / spin down) (eV): 5.5 / 7.0
Spin multiplicity: 5
<S²>: 6.073
E_HOMO (spin up / spin down) (eV): -5.38 / -8.01

Q: Number 2 is which compound?
A: C12H40O14

Q: Look up the molar mass of the first one.
A: 318.15 g mol⁻¹

Q: What is the energy relative to the best compared isomer or geometry (same formula, charge and spin) in the eighth record?
A: 68.37 kJ/mol

Q: Which formula does entry 5 have?
A: C5H8N2